Entry 1:
# C34H27N3O2OsP

A molecular structure, C34H27N3O2OsP (wB97M-V/def2-TZVPD, the OMol25 dataset).

Cartesian coordinates (Å):
Os1 1.224 0.287 -0.739
C1 2.300 4.525 0.156
C2 1.085 5.169 -0.033
C3 -0.036 4.426 -0.352
C4 0.067 3.049 -0.489
N1 1.261 2.436 -0.311
C5 2.345 3.161 0.005
C6 -1.029 2.176 -0.946
C7 -2.343 2.619 -1.051
C8 -3.317 1.826 -1.664
C9 -2.962 0.603 -2.183
C10 -1.660 0.101 -1.971
C11 -0.655 0.877 -1.333
H1 3.199 5.072 0.407
H2 1.012 6.245 0.060
H3 -0.983 4.918 -0.519
H4 3.268 2.617 0.140
H5 -2.623 3.592 -0.666
H6 -4.331 2.194 -1.763
H7 -3.688 0.000 -2.715
H8 -1.355 -0.796 -2.501
C12 -5.470 -3.873 -0.120
C13 -4.610 -3.727 -1.202
C14 -3.538 -2.855 -1.119
C15 -3.313 -2.135 0.058
C16 -4.184 -2.273 1.137
C17 -5.261 -3.143 1.042
P1 -1.832 -1.133 0.087
C18 -1.764 -0.045 1.497
C19 -0.529 0.204 2.105
C20 -0.436 1.151 3.111
C21 -1.563 1.860 3.506
C22 -2.789 1.628 2.892
C23 -2.893 0.686 1.880
C24 -0.395 -2.205 0.040
C25 -0.511 -3.505 0.539
C26 0.574 -4.362 0.490
C27 1.761 -3.923 -0.088
C28 1.872 -2.627 -0.561
C29 0.803 -1.716 -0.497
H9 -6.304 -4.560 -0.183
H10 -4.775 -4.296 -2.109
H11 -2.863 -2.743 -1.961
H12 -4.009 -1.733 2.059
H13 -5.933 -3.258 1.883
H14 0.355 -0.342 1.800
H15 0.521 1.330 3.588
H16 -1.486 2.605 4.288
H17 -3.665 2.185 3.201
H18 -3.840 0.537 1.376
H19 -1.445 -3.844 0.971
H20 0.496 -5.361 0.900
H21 2.611 -4.591 -0.160
H22 2.813 -2.325 -1.001
C30 5.936 0.322 -2.645
N2 5.240 0.284 -1.356
C31 5.910 0.196 -0.148
C32 5.290 0.132 1.039
C33 3.831 0.135 1.093
O1 3.157 0.094 2.104
N3 3.220 0.209 -0.163
C34 3.876 0.290 -1.349
O2 3.193 0.363 -2.389
H23 7.002 0.421 -2.463
H24 5.586 1.167 -3.231
H25 5.744 -0.588 -3.210
H26 6.989 0.190 -0.228
H27 5.848 0.078 1.962

Calculated values
DFT total energy (eV): -56010.6156
Energy relative to the best compared isomer or geometry (same formula, charge and spin) (eV): 0.997
2S+1: 5
Molar mass (u): 730.813
Charge: +1
E_HOMO (spin up / spin down) (eV): -9.5353 / -10.6536
<S²>: 6.042

Mulliken population analysis, charges in e, atoms 1 to 6: Os 0.465; C -1.001; C -0.407; C -1.100; C 0.926; N -0.078

Entry 2:
# C34H27N8S2SbZn

A molecular structure, C34H27N8S2SbZn at a distorted geometry (wB97M-V/def2-TZVPD, the OMol25 dataset).

Cartesian coordinates (Å):
Zn1 -0.964 2.037 -0.093
C1 -0.912 3.352 3.434
C2 -0.451 1.965 3.173
C3 0.176 1.208 4.160
C4 0.486 -0.115 3.910
C5 0.155 -0.676 2.683
C6 -0.429 0.156 1.734
N1 -0.699 1.428 1.978
Sb1 2.387 -0.479 0.281
C7 3.228 1.532 0.086
C8 4.612 1.499 -0.062
C9 5.284 2.696 -0.223
C10 4.543 3.866 -0.215
C11 3.159 3.805 -0.050
C12 2.354 5.059 -0.074
N2 2.521 2.642 0.101
C13 0.272 -0.112 -1.824
C14 -0.193 -0.968 -2.940
C15 -0.604 -0.399 -4.097
C16 -0.744 0.995 -4.167
C17 -0.632 1.737 -2.998
C18 -1.136 3.142 -3.006
N3 -0.225 1.216 -1.843
H1 -0.719 3.632 4.465
H2 -1.980 3.428 3.240
H3 -0.426 4.062 2.765
H4 0.395 1.657 5.115
H5 0.945 -0.712 4.682
H6 0.326 -1.724 2.478
H7 5.137 0.552 -0.059
H8 6.357 2.717 -0.357
H9 5.030 4.821 -0.341
H10 3.001 5.932 -0.076
H11 1.685 5.104 0.781
H12 1.736 5.074 -0.970
H13 -0.125 -2.034 -2.819
H14 -0.908 -1.014 -4.930
H15 -1.078 1.463 -5.078
H16 -1.208 3.520 -4.023
H17 -0.499 3.801 -2.422
H18 -2.139 3.153 -2.569
S1 -3.352 2.113 -0.241
C19 -3.490 3.800 0.109
C20 -4.816 4.251 0.225
N4 -5.913 4.574 0.329
C21 -2.469 4.706 0.285
S2 -0.767 4.397 0.203
C22 -2.785 6.046 0.571
N5 -2.998 7.148 0.819
N6 -1.226 -5.310 0.646
C23 -0.703 -6.551 0.393
C24 -0.790 -7.767 1.050
C25 -0.070 -8.817 0.518
C26 0.700 -8.670 -0.638
C27 0.806 -7.460 -1.290
C28 0.113 -6.379 -0.753
N7 0.098 -5.064 -1.129
C29 -0.692 -4.457 -0.285
C30 -0.844 -3.016 -0.219
C31 0.207 -2.252 -0.566
C32 0.209 -0.786 -0.429
N8 -0.834 -0.287 0.446
C33 -2.016 -1.063 0.539
C34 -2.056 -2.360 0.229
H19 -1.857 -5.060 1.387
H20 -1.382 -7.888 1.945
H21 -0.098 -9.780 1.004
H22 1.224 -9.530 -1.026
H23 1.406 -7.337 -2.178
H24 1.097 -2.723 -0.968
H25 1.436 -0.068 -1.953
H26 -2.878 -0.515 0.893
H27 -2.980 -2.913 0.256

Calculated values
DFT total energy (eV): -124241.0062
Energy relative to the best compared isomer or geometry (same formula, charge and spin) (eV): 3.535
Molar mass (u): 798.930
Charge: 0
E_HOMO (spin up / spin down) (eV): -6.8388 / -6.8347

Mulliken population analysis, charges in e, atoms 1 to 6: Zn 1.367; C -1.232; C 0.213; C -0.762; C -0.969; C -0.301

Entry 3:
# C34H28Cl2HgIN6O6

A molecular structure, C34H28Cl2HgIN6O6 at a distorted geometry (wB97M-V/def2-TZVPD, the OMol25 dataset).

Cartesian coordinates (Å):
Hg1 0.306 0.520 -0.174
O1 3.939 -4.151 -1.444
C1 3.318 -3.846 -2.624
C2 3.373 -4.730 -3.694
C3 2.771 -4.411 -4.901
C4 2.119 -3.199 -5.043
C5 2.074 -2.312 -3.982
C6 2.651 -2.624 -2.759
C7 2.483 -1.644 -1.637
O2 2.824 -0.451 -1.772
N1 1.970 -2.203 -0.563
N2 1.408 -1.464 0.391
C8 1.674 -1.780 1.640
C9 0.897 -1.349 2.735
C10 1.345 -1.545 4.066
C11 0.580 -1.122 5.118
C12 -0.665 -0.537 4.846
C13 -1.032 -0.392 3.519
N3 -0.301 -0.753 2.486
H1 4.339 -5.026 -1.523
H2 3.885 -5.684 -3.586
H3 2.811 -5.115 -5.722
H4 1.626 -2.955 -5.973
H5 1.554 -1.372 -4.076
H6 2.506 -2.457 1.833
H7 2.316 -1.997 4.226
H8 0.927 -1.235 6.139
H9 -1.323 -0.205 5.636
H10 -1.999 0.035 3.275
N4 2.372 1.891 -0.291
C14 2.101 3.003 -1.197
C15 0.667 3.605 -0.954
O3 0.564 4.831 -0.972
O4 -0.254 2.775 -0.779
H11 2.825 2.222 0.556
H12 2.953 1.187 -0.750
H13 2.087 2.619 -2.220
H14 2.849 3.808 -1.126
Cl1 -2.092 -3.527 2.297
C16 -0.963 -4.408 1.328
C17 0.247 -4.749 1.914
C18 1.183 -5.481 1.206
C19 0.908 -5.863 -0.093
C20 -0.297 -5.507 -0.665
Cl2 -0.595 -6.005 -2.302
C21 -1.279 -4.764 0.009
N5 -2.505 -4.524 -0.574
C22 -3.152 -3.252 -0.461
C23 -4.382 -3.197 0.172
C24 -5.051 -1.991 0.279
C25 -4.476 -0.848 -0.253
C26 -3.257 -0.910 -0.905
C27 -2.577 -2.116 -1.040
C28 -1.291 -2.247 -1.792
C29 -1.013 -1.044 -2.737
O5 -1.310 -1.176 -3.921
O6 -0.518 -0.007 -2.222
H15 0.440 -4.433 2.928
H16 2.127 -5.739 1.661
H17 1.627 -6.421 -0.674
H18 -2.525 -4.859 -1.534
H19 -4.794 -4.102 0.595
H20 -6.010 -1.943 0.780
H21 -4.993 0.100 -0.165
H22 -2.831 -0.014 -1.334
H23 -1.310 -3.147 -2.414
H24 -0.457 -2.331 -1.091
I1 -0.092 4.936 4.330
C30 -1.124 3.633 3.002
C31 -2.503 3.761 2.859
C32 -3.121 2.807 2.043
C33 -2.358 1.850 1.421
N6 -1.027 1.767 1.554
C34 -0.427 2.647 2.359
H25 -3.060 4.546 3.345
H26 -4.193 2.838 1.908
H27 -2.807 1.101 0.787
H28 0.639 2.522 2.491

Calculated values
DFT total energy (eV): -94259.1208
2S+1: 2
Molar mass (u): 1015.034
Charge: -2
E_HOMO (spin up / spin down) (eV): 0.4866 / -1.5808
<S²>: 0.779

Mulliken population analysis, charges in e, atoms 1 to 6: Hg 2.257; O -0.509; C 1.153; C -0.655; C -0.588; C -0.877

Q: Which value of DFT total energy does entry 3 give?
A: -94259.1208 eV